w.
# C3H2O2S2

The molecule C3H2O2S2 (ωB97M-V/def2-TZVPD, the OMol25 dataset).

## Properties
E_HOMO = -10.2 eV
Gap between HOMO and LUMO = 8.673 eV

```
! RIJCOSX wB97M-V def2-TZVPD def2/J DEFGRID3
* xyz 0 1
S -0.007 1.269 0.126
S -1.056 -0.858 -1.493
O -1.057 1.389 1.108
O 1.017 2.320 0.167
C -1.121 0.735 -1.381
C 0.107 -1.384 -0.211
C 0.657 -0.447 0.509
H 0.160 -2.457 -0.179
H 1.302 -0.567 1.355
*
```

=====

x.
# C3H2O2S2

The molecule C3H2O2S2 (ωB97M-V/def2-TZVPD, the OMol25 dataset).

## Properties
SMILES = O=C(C=S)C(O)=S
E_HOMO = -9.3 eV
Gap between HOMO and LUMO = 7.726 eV

```
! RIJCOSX wB97M-V def2-TZVPD def2/J DEFGRID3
* xyz 0 1
S 2.125 -1.155 -0.021
S -0.022 1.923 -1.553
O -1.434 -1.333 -0.090
O 0.571 0.114 1.682
C 0.764 -0.485 0.534
C -0.548 -0.510 -0.237
C -0.933 0.711 -1.097
H 1.443 0.136 2.183
H -1.968 0.598 -1.401
*
```

=====

Q: What are the energies relative to the best structure? A: w 0.1089; x 0.0000, in hartree.

=====

w.
# CH4NO2S

A cluster of 2 separate species, CH4NO2S in total (ωB97M-V/def2-TZVPD, the OMol25 dataset).

## Properties
E_HOMO (alpha / beta) = -4.9 / -2.6 eV
Gap between HOMO and LUMO (alpha / beta) = 8.880 / 5.995 eV

```
! RIJCOSX wB97M-V def2-TZVPD def2/J DEFGRID3
* xyz -1 1
S 1.201 -0.015 0.106
O 1.752 0.581 -1.112
O 1.598 0.684 1.324
N 1.248 -1.554 -0.031
C -1.960 0.644 -0.261
H -1.740 1.560 -0.580
H -1.337 0.491 0.594
H -1.909 -0.205 -0.787
H 1.147 -2.187 0.748
*
```

=====

x.
# CH4NO2S

The ion CH4NO2S with charge -1 (ωB97M-V/def2-TZVPD, the OMol25 dataset).

## Properties
SMILES = C=[S@](N)(=O)[O-]
E_HOMO = -3.4 eV
Gap between HOMO and LUMO = 7.631 eV

```
! RIJCOSX wB97M-V def2-TZVPD def2/J DEFGRID3
* xyz -1 1
S -0.074 -0.397 -0.546
O -0.165 0.111 -1.906
O 0.155 -1.842 -0.431
N 1.618 0.302 0.072
C -1.191 0.356 0.536
H -2.146 0.206 0.022
H 1.514 1.264 -0.234
H 1.464 0.306 1.074
H -1.176 -0.306 1.412
*
```

=====

Q: What are the energies relative to the best structure? A: w 0.0818; x 0.0000, in hartree.

=====

w.
# C3H5NS

The molecule C3H5NS (ωB97M-V/def2-TZVPD, the OMol25 dataset).

## Properties
SMILES = S=CN1CC1
E_HOMO = -8.6 eV
Gap between HOMO and LUMO = 9.048 eV

```
! RIJCOSX wB97M-V def2-TZVPD def2/J DEFGRID3
* xyz 0 1
S -1.606 -0.794 -0.398
N 0.527 0.736 -0.008
C 1.597 -0.101 -0.441
C -0.718 0.343 0.347
C 1.714 0.716 0.810
H 1.435 -1.180 -0.371
H 2.330 1.630 0.863
H 2.113 0.223 -1.356
H 1.693 0.204 1.797
H -1.120 0.926 1.195
*
```

=====

x.
# C3H5NS

The molecule C3H5NS (ωB97M-V/def2-TZVPD, the OMol25 dataset).

## Properties
SMILES = C=CC(N)=S
E_HOMO = -8.3 eV
Gap between HOMO and LUMO = 8.954 eV

```
! RIJCOSX wB97M-V def2-TZVPD def2/J DEFGRID3
* xyz 0 1
S 0.540 2.175 -0.913
N 1.342 0.427 0.815
C 0.355 0.821 -0.014
C -0.981 -1.203 -0.666
C -0.926 0.014 -0.083
H -0.050 -1.619 -1.088
H 1.222 -0.406 1.380
H -1.776 0.516 0.334
H 2.119 1.050 0.937
H -1.846 -1.777 -0.703
*
```

=====

Q: What are the energies relative to the best structure? A: w 0.0353; x 0.0000, in hartree.

=====

w.
# C3H5NS

A structure of composition C3H5NS (ωB97M-V/def2-TZVPD, the OMol25 dataset).

## Properties
E_HOMO = -8.4 eV
Gap between HOMO and LUMO = 9.075 eV

```
! RIJCOSX wB97M-V def2-TZVPD def2/J DEFGRID3
* xyz 0 1
S -1.314 1.233 -0.365
N -1.114 0.123 -1.706
C -0.103 -0.568 -1.011
C 0.654 0.018 1.446
C -0.143 -0.044 0.214
H 1.731 -0.445 1.276
H -1.119 0.645 -2.549
H 0.437 -1.449 -1.262
H 0.165 -0.488 2.168
H 0.805 0.976 1.790
*
```

=====

x.
# C3H5NS

The molecule C3H5NS (ωB97M-V/def2-TZVPD, the OMol25 dataset).

## Properties
SMILES = C1=NSCC1
E_HOMO = -8.4 eV
Gap between HOMO and LUMO = 9.037 eV

```
! RIJCOSX wB97M-V def2-TZVPD def2/J DEFGRID3
* xyz 0 1
S 0.302 -0.788 1.751
N -1.312 -0.603 1.201
C 1.124 -0.128 0.191
C -1.292 -0.339 -0.086
C 0.056 0.424 -0.639
H -2.451 -0.099 -0.356
H 1.837 0.821 0.608
H -0.356 1.570 -0.931
H 0.191 -0.025 -1.564
H 1.902 -0.833 -0.176
*
```

=====

Q: What are the energies relative to the best structure? A: w 0.0000; x 0.0177, in hartree.

=====

w.
# C3H5NS

The molecule C3H5NS (ωB97M-V/def2-TZVPD, the OMol25 dataset).

## Properties
SMILES = S=CN1CC1
E_HOMO = -8.6 eV
Gap between HOMO and LUMO = 8.910 eV

```
! RIJCOSX wB97M-V def2-TZVPD def2/J DEFGRID3
* xyz 0 1
S -2.825 0.218 -0.310
N -0.219 -0.138 0.336
C -1.482 -0.625 -0.069
C 0.600 1.066 0.029
C 1.146 -0.380 -0.088
H 0.818 1.582 0.941
H -1.481 -1.634 0.256
H 0.557 1.563 -0.906
H 1.366 -0.870 -0.988
H 1.519 -0.784 0.799
*
```

=====

x.
# C3H5NS

A structure of composition C3H5NS (ωB97M-V/def2-TZVPD, the OMol25 dataset).

## Properties
E_HOMO = -9.0 eV
Gap between HOMO and LUMO = 8.517 eV

```
! RIJCOSX wB97M-V def2-TZVPD def2/J DEFGRID3
* xyz 0 1
S 1.454 -0.434 -0.614
N -1.971 0.428 -0.565
C -0.120 -1.453 0.040
C 0.678 1.210 0.198
C -1.238 -0.671 -0.407
H -0.219 -1.073 1.155
H 1.641 1.275 1.152
H 0.672 2.490 -1.168
H -0.739 0.765 0.121
H -0.156 -2.538 0.087
*
```

=====

y.
# C3H5NS

The molecule C3H5NS (ωB97M-V/def2-TZVPD, the OMol25 dataset).

## Properties
SMILES = C[C@@H](S)C#N
E_HOMO = -9.8 eV
Gap between HOMO and LUMO = 10.450 eV

```
! RIJCOSX wB97M-V def2-TZVPD def2/J DEFGRID3
* xyz 0 1
S -1.915 -0.471 0.077
N 1.048 -1.941 1.681
C -0.304 0.120 0.529
C 0.519 0.515 -0.687
C 0.421 -1.097 1.233
H -1.938 0.166 -1.219
H 0.155 1.497 -1.117
H -0.274 0.779 1.316
H 1.595 0.795 -0.454
H 0.693 -0.361 -1.358
*
```

=====

Q: What are the energies relative to the best structure? A: w 0.0470; x 0.2998; y 0.0000, in hartree.

=====

w.
# C4H3N3O

The molecule C4H3N3O (ωB97M-V/def2-TZVPD, the OMol25 dataset).

## Properties
SMILES = c1nc2ncoc2[nH]1
E_HOMO = -9.4 eV
Gap between HOMO and LUMO = 9.788 eV

```
! RIJCOSX wB97M-V def2-TZVPD def2/J DEFGRID3
* xyz 0 1
O 1.513 1.012 -0.076
N 1.458 -1.222 -0.012
N -1.189 0.972 -0.280
N -1.155 -1.300 -0.093
C 2.264 -0.262 -0.118
C 0.108 -0.787 0.046
C -1.919 -0.198 -0.095
C 0.152 0.484 0.229
H 3.267 -0.145 -0.300
H -3.110 -0.426 0.108
H -1.389 1.872 0.590
*
```

=====

x.
# C4H3N3O

The molecule C4H3N3O (ωB97M-V/def2-TZVPD, the OMol25 dataset).

## Properties
SMILES = C1=NN=C2ON=C[C@@H]12
E_HOMO = -10.2 eV
Gap between HOMO and LUMO = 9.998 eV

```
! RIJCOSX wB97M-V def2-TZVPD def2/J DEFGRID3
* xyz 0 1
O -1.890 0.340 0.559
N 1.110 1.741 -0.239
N -0.316 1.951 0.171
N -1.869 -0.802 -0.335
C 1.378 0.507 -0.205
C -0.584 0.742 0.551
C -0.718 -1.271 -0.430
C 0.329 -0.418 0.241
H 0.628 -0.995 1.073
H 2.436 0.438 -0.653
H -0.504 -2.231 -0.732
*
```

=====

Q: What are the energies relative to the best structure? A: w 0.0000; x 0.0324, in hartree.

=====

w.
# C5H14

A cluster of 2 separate species, C5H14 in total (ωB97M-V/def2-TZVPD, the OMol25 dataset).

## Properties
Expectation value of S² = 0.75
E_HOMO (alpha / beta) = -15.8 / -15.5 eV
Gap between HOMO and LUMO (alpha / beta) = 12.763 / 4.684 eV

```
! RIJCOSX wB97M-V def2-TZVPD def2/J DEFGRID3
* xyz 1 2
C -2.682 0.184 -0.516
C 1.263 0.613 0.311
C -1.918 -1.027 0.088
C 1.077 -0.095 -0.996
C 2.394 0.388 1.186
H -1.565 -1.692 -0.700
H -1.972 0.820 -1.055
H -2.610 -1.582 0.711
H 1.222 1.758 0.053
H 2.702 -0.671 1.327
H 3.354 0.726 0.710
H -3.257 0.686 0.251
H 1.496 -1.110 -1.099
H 0.268 0.471 0.822
H -1.089 -0.573 0.644
H 1.503 0.471 -1.837
H 2.376 0.843 2.175
H 0.030 -0.389 -1.124
H -3.290 -0.107 -1.380
*
```

=====

x.
# C5H14

A cluster of 2 separate species, C5H14 in total (ωB97M-V/def2-TZVPD, the OMol25 dataset).

## Properties
Expectation value of S² = 0.75
E_HOMO (alpha / beta) = -15.6 / -15.5 eV
Gap between HOMO and LUMO (alpha / beta) = 12.622 / 4.600 eV

```
! RIJCOSX wB97M-V def2-TZVPD def2/J DEFGRID3
* xyz 1 2
C -1.062 1.461 -0.626
C 1.296 -0.614 2.346
C -0.594 0.905 -2.045
C 0.007 -1.278 1.755
C 0.346 -0.266 -2.092
H 1.969 -1.379 2.625
H -1.504 0.682 -2.632
H 0.198 -2.249 1.246
H -0.714 -1.413 2.513
H -0.533 1.128 0.347
H 0.545 -0.822 -2.967
H 1.328 0.037 -1.734
H -2.158 1.118 -0.412
H -0.141 1.800 -2.458
H -1.132 2.537 -0.493
H 1.168 -0.145 3.304
H -0.182 -1.007 -1.279
H -0.518 -0.654 0.954
H 1.681 0.157 1.649
*
```

=====

Q: What are the energies relative to the best structure? A: w 0.0000; x 0.0177, in hartree.